No. 1
39
Properties=species:S:1:pos:R:3:forces:R:3 method="wB97M-V/def2-TZVPD" fmax_ev_per_a=5.90 e_lumo_ev=-0.53 orbital_gap_ev=8.154 de_lowest_kcal_mol=176.4 e_tot_ev=-27034.297 charge=0
H 1.09890 -0.99229 0.70797 -2.1 0.7 0.4
H -0.01799 -0.38289 -0.13606 0.3 0.1 0.5
H 0.04815 2.26209 0.98286 -0.1 0.0 -0.5
H 1.24123 2.44159 0.05162 0.0 0.0 -0.1
H -2.07169 -2.68429 3.60088 -0.3 0.4 -0.2
H -0.90813 -1.72226 3.46122 -1.9 0.0 -1.1
H -2.08238 2.50516 -2.13559 1.3 0.4 -0.8
H -0.72530 2.59452 -3.01719 -0.2 -0.3 0.3
H 2.20587 2.05258 -2.27595 0.5 0.0 -0.3
H 0.83778 1.63982 -1.80842 0.2 0.9 -0.5
H -3.32141 0.46717 -3.78494 1.2 -0.6 -0.1
H -2.22927 -0.65620 -3.58331 -0.4 -0.3 0.1
H 0.48936 -0.45850 -2.33970 -2.1 0.2 0.5
H 1.85019 -0.55309 -1.65724 -1.0 -0.2 -0.6
H 1.10203 0.55615 3.65512 -0.5 -1.5 -2.1
H 2.00306 -0.07398 2.63310 -0.3 -0.2 -0.2
H 3.22004 0.08312 -0.82836 0.5 0.0 -0.4
H 3.59004 0.08358 0.61123 2.0 -1.2 2.0
H -1.57313 3.99993 1.70362 0.6 -0.1 -0.3
H -2.57890 3.03668 1.35489 -1.4 -0.7 -0.1
H -0.94381 -1.43328 -1.67066 -0.6 -0.2 -1.1
H -1.64470 -1.12974 -0.33634 0.7 -1.2 -0.5
H 2.43116 -2.53575 1.39629 -0.6 -0.5 0.6
H 1.50864 -3.73925 1.49374 -0.1 0.0 0.0
H -1.62670 -3.67343 1.82091 -0.3 -0.8 0.5
H -0.88428 -2.48724 1.38171 -0.4 0.2 -0.6
O 0.12768 -0.73196 0.74435 3.9 1.2 1.9
O 0.27962 2.52821 0.07771 1.1 -0.5 0.2
O -1.79560 -1.96279 3.00919 2.2 1.9 5.2
O -1.49313 3.07146 -2.68683 -1.2 0.1 0.4
O 1.28621 2.23111 -2.45301 -0.6 -0.3 0.5
O -2.38842 0.20371 -3.96970 -0.8 0.7 0.1
O 1.39141 -0.52037 -2.51816 3.1 -0.6 0.0
O 1.04824 -0.03070 2.80438 1.1 2.2 3.6
O 3.02205 0.47957 0.01589 -2.1 1.2 -1.6
O -1.64835 3.13696 1.26647 -0.2 1.1 0.9
O -0.92406 -1.67115 -0.75300 -2.9 -0.5 -2.6
O 1.77290 -2.95621 1.99152 0.8 0.3 -0.7
O -1.69730 -2.97805 1.18980 0.6 -1.8 -3.4



No. 2
23
Properties=species:S:1:pos:R:3:forces:R:3 method="wB97M-V/def2-TZVPD" fmax_ev_per_a=6.60 e_lumo_ev=0.90 orbital_gap_ev=9.690 de_lowest_kcal_mol=84.5 e_tot_ev=-10000.091 charge=0
C 0.54924 2.12402 -2.61994 -1.1 -1.2 1.5
C 0.05011 1.89102 -1.38395 0.2 -4.7 -4.7
C -0.43968 0.45925 -1.04558 1.0 -0.1 2.7
C -0.89277 0.03980 0.45298 -0.5 2.0 0.2
C -1.66333 -1.28335 0.52859 -1.4 1.3 -0.3
N -1.74245 1.13614 1.04551 0.8 1.6 -1.3
C -1.17207 1.79210 2.29772 -1.9 -1.3 0.0
H 1.07291 3.00770 -2.83314 0.5 1.2 -0.3
H 0.50517 1.38506 -3.42418 -0.2 0.1 0.3
H 0.22667 2.48860 -0.63697 0.7 3.7 3.9
H 0.45774 -0.19463 -1.17251 -1.3 0.0 -1.0
H -1.36866 0.30273 -1.51858 -0.6 -0.9 -1.7
H -0.01074 -0.06420 1.06971 0.5 0.0 0.2
H -2.59313 -1.23593 -0.16737 1.7 -0.3 0.9
H -2.10604 -1.35150 1.58733 1.1 -0.4 -1.5
H -0.91287 -2.01226 0.21610 -0.7 -0.7 0.3
H -1.75605 1.78759 0.21969 -0.3 -0.1 1.8
H -1.55948 2.79429 2.61608 0.6 -0.5 -1.3
H -1.60878 1.20031 3.11028 0.2 -0.2 0.1
H -0.11109 1.62455 2.38868 0.6 0.6 -0.1
O 4.91744 -5.61015 -0.44366 -0.3 -0.3 0.9
H 4.78637 -5.43254 0.50901 0.2 -0.1 -0.8
H 5.37148 -4.84856 -0.79576 0.2 0.4 0.0



No. 3
48
Properties=species:S:1:pos:R:3:forces:R:3 method="wB97M-V/def2-TZVPD" fmax_ev_per_a=0.05 e_lumo_ev=0.50 orbital_gap_ev=9.070 de_lowest_kcal_mol=6.9 e_tot_ev=-53437.192 charge=0
C -1.03963 -3.57334 -1.41121 0.0 0.0 0.0
O -0.05559 -3.54552 -0.38388 0.0 0.0 0.0
C 1.21473 -3.01962 -0.75116 0.0 0.0 0.0
C 1.18981 -1.47981 -0.78389 0.0 0.0 0.0
O 2.07193 -0.83404 -1.32006 0.0 0.0 0.0
N 0.14589 -0.94247 -0.12132 0.0 0.0 0.0
C -0.05152 0.48144 0.03568 0.0 0.0 0.0
C -1.54026 0.79225 0.07798 0.0 0.0 0.0
C -1.80740 2.27537 0.27515 0.0 0.0 0.0
O -1.21211 2.96645 -0.81014 0.0 0.0 0.0
N -2.16080 0.01809 1.14116 0.0 0.0 0.0
C -3.38381 -0.56845 1.00183 0.0 0.0 0.0
O -4.10959 -0.34908 0.05460 0.0 0.0 0.0
C -3.76124 -1.52945 2.12447 0.0 0.0 0.0
C -2.76442 -2.63621 2.28808 0.0 0.0 0.0
C -1.62899 -2.68583 3.12181 0.0 0.0 0.0
C -1.06777 -3.90739 2.83150 0.0 0.0 0.0
Cl 0.32669 -4.66029 3.46936 0.0 0.0 0.0
N -1.83099 -4.51178 1.90746 0.0 0.0 0.0
C -1.61751 -5.79330 1.26680 0.0 0.0 0.0
N -2.87260 -3.73877 1.55911 0.0 0.0 0.0
C 2.18706 -3.48391 0.33049 0.0 0.0 0.0
C 2.35761 -4.98792 0.15110 0.0 0.0 0.0
S 2.26266 -5.30642 -1.64654 0.0 0.0 0.0
C 1.76709 -3.60166 -2.04515 0.0 0.0 0.0
H -2.00097 -3.70362 -0.91745 0.0 0.0 0.0
H -1.06082 -2.63573 -1.97447 0.0 0.0 0.0
H -0.86577 -4.40657 -2.09651 0.0 0.0 0.0
H -0.49471 -1.58537 0.31984 0.0 0.0 0.0
H 0.42856 0.84383 0.95483 0.0 0.0 0.0
H 0.41994 0.99660 -0.79768 0.0 0.0 0.0
H -2.00534 0.48057 -0.85893 0.0 0.0 0.0
H -2.88973 2.42771 0.30851 0.0 0.0 0.0
H -1.37942 2.59891 1.23332 0.0 0.0 0.0
H -1.48941 3.88594 -0.79022 0.0 0.0 0.0
H -1.60236 -0.22589 1.94336 0.0 0.0 0.0
H -3.85151 -0.96803 3.05717 0.0 0.0 0.0
H -4.73580 -1.93894 1.87173 0.0 0.0 0.0
H -1.28626 -1.97438 3.85397 0.0 0.0 0.0
H -1.41144 -6.55506 2.01590 0.0 0.0 0.0
H -2.53327 -6.03728 0.73727 0.0 0.0 0.0
H -0.78856 -5.72815 0.56250 0.0 0.0 0.0
H 3.13320 -2.96242 0.18065 0.0 0.0 0.0
H 1.80194 -3.23800 1.32168 0.0 0.0 0.0
H 3.31674 -5.33415 0.53063 0.0 0.0 0.0
H 1.56340 -5.53531 0.65528 0.0 0.0 0.0
H 1.03615 -3.61035 -2.85057 0.0 0.0 0.0
H 2.61914 -3.00382 -2.35770 0.0 0.0 0.0



No. 4
72
Properties=species:S:1:pos:R:3:forces:R:3 method="wB97M-V/def2-TZVPD" fmax_ev_per_a=0.32 e_lumo_ev=-3.67 orbital_gap_ev=6.635 de_lowest_kcal_mol=0.0 e_tot_ev=-73875.613 charge=+1
Os 0.97281 -0.59855 -0.74822 -0.1 -0.2 0.2
C 4.59473 -1.28092 1.50679 0.0 0.0 0.0
C 3.22440 -1.23283 0.92645 0.0 0.0 0.0
N 2.94621 -0.76956 -0.24901 0.0 0.0 0.0
N 3.95397 -0.36782 -1.08671 0.0 0.0 -0.1
C 3.52409 -0.25688 -2.31035 0.0 0.0 0.1
N 4.37170 0.10318 -3.27854 0.0 0.0 0.0
S 1.84140 -0.60331 -2.81791 0.1 0.0 -0.1
C 2.07514 -1.86366 1.58714 0.0 0.0 0.0
C 2.17285 -2.56575 2.78201 0.0 0.0 0.0
C 1.07841 -3.27463 3.24265 0.0 0.0 0.0
C -0.09123 -3.27838 2.49287 0.0 0.0 0.0
C -0.13532 -2.55412 1.31931 0.0 0.0 0.0
N 0.91514 -1.84661 0.88518 0.0 0.1 -0.1
H 5.27997 -0.71557 0.88428 0.0 0.0 0.0
H 4.94711 -2.31271 1.57026 0.0 0.0 0.0
H 4.59430 -0.86401 2.51511 0.0 0.0 0.0
H 5.33270 0.29612 -3.05171 0.0 0.0 0.0
H 4.06001 0.19308 -4.22815 0.0 0.0 0.0
H 3.10576 -2.56595 3.32683 0.0 0.0 0.0
H 1.14053 -3.83275 4.16698 0.0 0.0 0.0
H -0.96474 -3.82997 2.80902 0.0 0.0 0.0
H -1.02143 -2.51695 0.69982 0.0 0.0 0.0
O -3.73807 0.88246 0.26582 0.0 0.0 0.0
C -2.69035 1.21515 0.72615 0.0 0.0 0.1
N -2.37124 2.09390 1.71002 0.0 0.0 0.0
C -0.94472 2.18505 2.04017 0.0 0.0 0.0
C -0.40132 1.17676 1.05005 0.0 0.0 0.0
O 0.76894 0.80980 0.86391 0.0 0.0 0.0
N -1.40691 0.69828 0.30226 0.0 -0.1 -0.1
C -0.69929 1.77703 3.48856 0.0 0.0 0.0
C -0.43858 0.45684 3.83638 0.0 0.0 0.0
C -0.30670 0.09938 5.17032 0.0 0.0 0.0
C -0.44025 1.05708 6.16382 0.0 0.0 0.0
C -0.70494 2.37534 5.82032 0.0 0.0 0.0
C -0.83065 2.73571 4.48773 0.0 0.0 0.0
C -0.33597 3.54221 1.67765 0.0 0.0 0.0
C -1.05313 4.48805 0.96010 0.0 0.0 0.0
C -0.45526 5.69425 0.61406 0.0 0.0 0.0
C 0.85775 5.94903 0.97218 0.0 0.0 0.0
C 1.57960 4.99548 1.68013 0.0 0.0 0.0
C 0.98678 3.79579 2.03280 0.0 0.0 0.0
H -3.08863 2.49511 2.29185 0.0 0.0 0.0
H -0.33347 -0.30658 3.07416 0.0 0.0 0.0
H -0.10085 -0.93036 5.43229 0.0 0.0 0.0
H -0.33802 0.77832 7.20397 0.0 0.0 0.0
H -0.80915 3.12654 6.59157 0.0 0.0 0.0
H -1.01866 3.76902 4.22268 0.0 0.0 0.0
H -2.07733 4.29609 0.67000 0.0 0.0 0.0
H -1.02221 6.43283 0.06355 0.0 0.0 0.0
H 1.32025 6.88901 0.70286 0.0 0.0 0.0
H 2.60586 5.18976 1.96187 0.0 0.0 0.0
H 1.54861 3.05722 2.59120 0.0 0.0 0.0
C -2.25113 -1.94104 -7.45727 0.0 0.0 0.0
C -3.04862 -3.20843 -7.59552 0.0 0.0 0.0
O -3.43782 -3.65422 -8.63543 0.0 0.0 0.0
S -3.45859 -4.14913 -6.11027 0.0 0.0 0.0
C -2.71878 -3.21485 -4.79170 0.0 0.0 0.0
C -1.43881 -3.53667 -4.34831 0.0 0.0 0.0
C -0.87039 -2.83340 -3.30030 0.0 0.0 0.0
C -1.58067 -1.80441 -2.68496 0.1 0.0 0.1
C -2.87171 -1.49203 -3.11610 0.0 0.0 0.0
C -3.43596 -2.20070 -4.16125 0.0 0.0 0.0
C -1.01302 -1.07168 -1.57547 0.1 0.2 0.1
C -1.05110 -0.19575 -0.67194 -0.1 0.0 0.0
H -1.29102 -2.14621 -6.98319 0.0 0.0 0.0
H -2.78004 -1.22252 -6.83161 0.0 0.0 0.0
H -2.09801 -1.52992 -8.45170 0.0 0.0 0.0
H -0.89622 -4.34013 -4.82856 0.0 0.0 0.0
H 0.12384 -3.07375 -2.94677 0.0 0.0 0.0
H -3.42408 -0.70066 -2.62470 0.0 0.0 0.0
H -4.43846 -1.97051 -4.49748 0.0 0.0 0.0